Record 1
DFT (ωB97M-V/def2-TZVPD) results for C30H29BrGeNO5Tc as an isolated structure at a distorted geometry.

Each line ends with the Mulliken charge.
Geometry (Å):
Tc  -0.6021  1.0304  -1.7031  -0.698
Br  6.2729  2.7235  0.5439  -0.090
C  5.3417  1.6930  -0.7223  -0.333
C  6.0388  0.8742  -1.6043  -0.337
C  5.3472  0.0918  -2.5247  -0.775
C  3.9657  0.0996  -2.5477  -0.493
C  3.2812  0.9371  -1.6644  0.501
C  3.9647  1.7436  -0.7506  -0.220
C  1.8457  0.9511  -1.6580  1.454
O  1.1147  0.1622  -2.3739  -0.925
O  1.1325  1.7413  -0.9290  -0.800
H  7.1199  0.8502  -1.5799  0.474
H  5.8967  -0.5203  -3.2262  0.461
H  3.4155  -0.5200  -3.2429  0.499
H  3.4157  2.3892  -0.0788  0.543
C  -1.5117  2.6059  1.1640  -0.643
C  -2.0338  3.3716  -0.0172  -0.484
O  -1.8933  2.5845  -1.2531  -0.354
C  -2.1634  3.3614  -2.4747  -0.405
C  -0.8922  3.9583  -3.0379  -0.991
H  -1.6088  3.2289  2.0529  0.520
H  -0.4557  2.3578  1.0286  -0.006
H  -2.0854  1.6917  1.3182  0.087
H  -1.4890  4.3067  -0.1449  0.455
H  -3.0947  3.5871  0.1005  0.312
H  -2.8968  4.1290  -2.2379  0.449
H  -2.6235  2.6746  -3.1826  0.305
H  -0.4596  4.6973  -2.3646  0.348
H  -1.1076  4.4440  -3.9888  0.452
H  -0.1296  3.1894  -3.2304  0.208
O  -2.6358  -1.2816  -4.2882  -0.220
N  -2.8023  -0.3543  -3.6307  0.322
O  -1.7912  0.2015  -2.9151  -0.576
C  -0.8674  -0.0757  -0.5043  1.954
Ge  -0.8394  -1.3292  1.0843  1.855
C  0.9433  -0.6657  1.4901  0.312
C  1.1904  0.3999  2.3624  -0.021
C  2.4985  0.7151  2.7003  -1.021
C  3.5539  -0.0120  2.1593  -0.551
C  3.3090  -1.0681  1.2904  -0.800
C  2.0049  -1.3945  0.9420  -0.329
C  -2.4834  -0.8665  1.9709  0.546
C  -2.5713  -0.1393  3.1588  -0.261
C  -3.8168  0.0888  3.7257  -0.721
C  -4.9630  -0.4051  3.1143  -0.551
C  -4.8770  -1.1158  1.9239  -0.671
C  -3.6368  -1.3467  1.3442  -0.550
C  -0.7849  -3.1507  0.4814  0.232
C  -0.6565  -4.1228  1.4734  -0.752
C  -0.6133  -5.4642  1.1199  -0.707
C  -0.7053  -5.8323  -0.2167  -0.536
C  -0.8265  -4.8646  -1.2035  -0.637
C  -0.8647  -3.5197  -0.8618  -0.045
H  0.3718  0.9525  2.8065  0.242
H  2.6977  1.5175  3.3990  0.463
H  4.5711  0.2419  2.4290  0.521
H  4.1326  -1.6496  0.8956  0.478
H  1.8135  -2.2376  0.2879  0.448
H  -1.6777  0.2241  3.6518  0.389
H  -3.8945  0.6445  4.6509  0.447
H  -5.9286  -0.2483  3.5763  0.427
H  -5.7710  -1.5005  1.4514  0.441
H  -3.5653  -1.9165  0.4237  0.446
H  -0.5958  -3.8442  2.5201  0.414
H  -0.5111  -6.2156  1.8910  0.433
H  -0.6707  -6.8787  -0.4884  0.408
H  -0.8853  -5.1512  -2.2453  0.442
H  -0.9565  -2.7698  -1.6405  0.217

Properties
- HOMO level (alpha / beta): -14.14 / -14.14 eV
- E_tot: -172044.5960 eV
- ΔE to the lowest compared entry with this formula, charge and spin: 24.5 kcal/mol
- HOMO-LUMO gap (alpha / beta): 0.1806 / 0.1805 Ha
- Charge: +2

***

Record 2
DFT (ωB97M-V/def2-TZVPD) results for one molecule with the formula C3H5NOS at a distorted geometry.

Each line ends with the Mulliken charge.
Geometry (Å):
C  -0.1663  1.8811  1.6768  -0.810
N  0.3506  0.7351  0.9292  -0.253
C  -0.2778  0.6286  -0.2341  0.623
O  -0.9233  1.5305  -0.7284  -0.574
C  -0.1515  -0.7369  -1.0195  -0.321
S  0.6064  -2.1084  -0.5173  -0.191
H  -1.2240  1.8198  1.9025  0.296
H  0.0085  2.7489  1.0040  0.277
H  0.3439  1.9916  2.5995  0.336
H  0.4369  -0.0962  1.4797  0.288
H  -0.7626  -0.7564  -1.9244  0.329

Properties
- HOMO level: -9.26 eV
- SMILES: CNC(=O)C=S
- E_tot: -17564.0538 eV
- ΔE to the lowest compared entry with this formula, charge and spin: 28.0 kcal/mol
- HOMO-LUMO gap: 0.2967 Ha

***

Record 3
DFT (ωB97M-V/def2-TZVPD) results for one molecule with the formula C4H6N2O.

Each line ends with the Mulliken charge.
Geometry (Å):
N  1.1006  1.3732  0.3650  -0.539
C  0.1114  0.5018  -0.1661  0.882
C  0.4432  -0.9528  -0.4838  -0.796
C  -0.4451  -1.7508  0.1168  -0.144
C  -1.3788  -0.9731  1.0187  -0.490
O  -0.3730  1.1555  -1.3150  -0.584
N  -0.9575  0.2679  0.8274  -0.081
H  2.0030  1.3454  -0.0813  0.205
H  1.1269  1.4857  1.3592  0.200
H  1.2503  -1.2324  -1.1533  0.353
H  -0.5190  -2.8283  0.0046  0.396
H  -0.9694  0.5435  -1.7671  0.400
H  -1.3926  1.0644  1.2748  0.196

Properties
- HOMO level: -8.50 eV
- E_tot: -9270.4385 eV
- ΔE to the lowest compared entry with this formula, charge and spin: 70.6 kcal/mol
- HOMO-LUMO gap: 0.3234 Ha

***

Record 4
DFT (ωB97M-V/def2-TZVPD) results for a 10-piece molecular cluster, C30H83N3O19 overall at a distorted geometry.

Each line ends with the Mulliken charge.
Geometry (Å):
C  0.7126  -1.8256  3.0736  -1.510
C  0.4216  -2.0036  1.6345  1.201
C  0.3291  -0.7394  0.8193  -0.404
O  -0.0205  0.3947  1.7226  0.192
C  -0.1268  1.7233  1.1543  -0.648
N  1.4040  -2.8851  1.1162  -0.239
H  1.3069  -0.9681  3.3891  0.035
H  1.1215  -2.7534  3.4737  0.353
H  -0.1802  -1.4783  3.5936  0.504
H  -0.5723  -2.4443  1.7115  -0.232
H  -0.4102  -0.9928  0.0594  0.446
H  1.1485  -0.4973  0.1425  -0.056
H  0.5811  1.8475  0.3347  -0.096
H  -0.0867  2.4966  1.9214  0.344
H  -0.9685  1.7733  0.4636  0.290
H  2.3444  -2.5183  1.0824  0.049
H  1.2177  -2.9637  0.1267  0.222
C  5.1098  0.7056  2.3802  -0.815
C  4.3211  -0.5299  1.8630  -0.246
O  4.1650  -0.4735  0.4049  0.023
O  6.1227  1.3389  1.5965  -0.522
H  5.3324  0.5636  3.4378  0.478
H  4.3827  1.5173  2.3568  0.383
H  3.4030  -0.9704  2.2518  0.060
H  4.9424  -1.4254  1.8531  0.423
H  4.9308  0.0024  0.0751  -0.043
H  6.6196  2.0199  2.0557  0.298
C  -4.6917  -2.0632  1.1831  0.272
C  -3.9158  -2.7056  2.3752  0.257
O  -4.6495  -2.7117  3.5412  -0.595
O  -5.6571  -2.9179  0.6485  -0.563
H  -3.9568  -1.8200  0.4157  0.295
H  -5.1292  -1.1190  1.5073  -0.349
H  -2.9351  -2.2328  2.3241  -0.391
H  -3.5635  -3.7311  2.2643  0.519
H  -4.0365  -3.0826  4.1802  0.334
H  -6.3913  -2.9857  1.2632  0.347
C  5.3992  -2.8805  -2.7151  -0.618
C  4.5202  -3.1223  -1.4640  -0.291
O  3.2952  -2.3656  -1.5419  -0.381
O  5.8998  -1.5126  -2.9859  -0.515
H  4.7255  -3.0964  -3.5444  0.304
H  6.3086  -3.4796  -2.6668  0.356
H  4.9263  -2.7524  -0.5225  0.219
H  4.3110  -4.1845  -1.3374  0.399
H  3.4905  -1.4999  -1.1758  -0.021
H  5.9532  -0.9373  -2.2192  0.347
C  3.3736  2.1803  -1.8135  0.438
C  4.7986  2.0549  -1.4001  -0.962
O  5.4038  0.9486  -1.9728  -0.475
O  3.3404  2.4495  -3.2031  -0.618
H  3.0484  3.1412  -1.4147  0.233
H  2.7937  1.3263  -1.4636  0.013
H  4.7624  1.9249  -0.3185  0.230
H  5.4360  2.9331  -1.5026  0.317
H  5.2530  0.9827  -2.9203  0.405
H  2.5743  1.9238  -3.4446  0.315
C  -0.1754  -4.9398  -3.2835  -0.441
C  0.7125  -3.7859  -2.9176  -0.415
O  1.0772  -3.9421  -1.6146  -0.234
O  0.7272  -5.9584  -3.8324  -0.593
H  -0.9011  -4.7226  -4.0673  0.396
H  -0.6468  -5.4235  -2.4280  0.145
H  0.0618  -2.9281  -3.0878  0.260
H  1.5222  -3.5330  -3.6021  0.306
H  1.9129  -3.4704  -1.5854  0.123
H  1.3722  -6.0853  -3.1328  0.338
C  0.4680  -6.4445  0.6611  0.195
C  1.8159  -7.0444  1.1596  -0.329
O  2.4421  -7.7634  0.1153  -0.529
O  0.1527  -5.5390  1.7043  -0.639
H  -0.3745  -7.1361  0.6533  0.299
H  0.6461  -5.8232  -0.2166  -0.310
H  1.7746  -7.7470  1.9919  0.409
H  2.5423  -6.2931  1.4694  0.131
H  2.8977  -8.5065  0.5176  0.302
H  0.4800  -4.6834  1.4172  0.317
C  0.9726  1.0693  6.6362  -0.545
C  -0.5225  0.4950  6.6753  -0.340
O  -0.5299  -0.8064  6.0877  -0.426
O  1.4888  1.1542  5.3772  -0.484
H  1.8104  0.5284  7.0762  0.346
H  1.0055  2.1073  6.9672  0.287
H  -1.1539  1.1656  6.0925  0.144
H  -0.8639  0.4018  7.7062  0.381
H  -0.2710  -1.4561  6.7453  0.267
H  1.2400  0.2943  5.0304  0.365
C  4.4414  5.1845  -8.3224  -0.666
O  4.6355  5.4495  -6.9497  -0.381
C  3.6020  4.9880  -6.0896  -0.080
C  3.6719  5.5833  -4.7060  -1.123
N  2.7898  4.9764  -3.6957  -0.391
C  1.3663  4.8164  -4.1943  -0.674
C  0.3238  4.3303  -3.0762  -0.786
O  0.4652  2.9021  -2.9027  -0.076
C  -0.6876  2.1986  -2.3835  -0.622
H  5.0941  5.7931  -8.9483  0.260
H  3.4808  5.6271  -8.5858  0.292
H  4.5943  4.1072  -8.3872  0.276
H  3.5229  3.9173  -5.9014  0.257
H  2.6501  5.2965  -6.5217  0.279
H  3.4390  6.6353  -4.8708  0.373
H  4.6848  5.7836  -4.3566  0.431
H  3.0487  4.0461  -3.3996  0.430
H  1.3763  3.8929  -4.7732  0.303
H  1.0410  5.6813  -4.7723  0.480
H  -0.7159  4.5435  -3.3246  0.527
H  0.5652  4.8728  -2.1621  0.311
H  -1.5069  1.8329  -3.0024  0.328
H  -1.2014  2.8443  -1.6713  0.380
H  -0.2789  1.3595  -1.8204  -0.045
C  -10.6606  0.5341  1.1606  -0.809
O  -9.6587  1.3494  1.6663  -0.304
C  -9.3966  2.4397  0.8131  -0.454
C  -8.2642  3.4357  1.3218  -0.734
N  -6.9436  2.6852  1.4826  0.071
C  -6.8973  1.6288  2.5209  -0.135
C  -5.5256  1.6872  3.1079  -1.102
O  -4.6197  0.9705  2.2098  -0.252
C  -3.2747  1.0481  2.7729  -0.577
H  -10.4313  -0.5159  1.3421  0.282
H  -10.6257  0.6025  0.0733  0.378
H  -11.6622  0.8036  1.4958  0.274
H  -10.3100  2.9912  0.5903  0.487
H  -8.8574  2.1105  -0.0752  0.375
H  -8.5284  3.8245  2.3053  0.350
H  -8.1789  4.2594  0.6131  0.429
H  -6.0861  3.1964  1.3294  0.362
H  -7.0445  0.6864  1.9933  0.187
H  -7.5030  1.7804  3.4144  0.437
H  -5.6859  1.1994  4.0694  0.481
H  -5.2324  2.7202  3.2949  0.531
H  -2.6785  0.2745  2.2890  -0.140
H  -3.3717  0.7973  3.8292  0.422
H  -2.8882  2.0655  2.7121  0.321

Properties
- HOMO level (alpha / beta): -9.68 / -9.68 eV
- E_tot: -75807.7790 eV
- Multiplicity: 2
- HOMO-LUMO gap (alpha / beta): 0.2527 / 0.0822 Ha
- Charge: +1

***

Record 5
DFT (ωB97M-V/def2-TZVPD) results for C10Cl4HgN3O2 as an isolated structure.

Each line ends with the Mulliken charge.
Geometry (Å):
Hg  0.4102  0.5707  -2.3915  0.012
Cl  -0.5942  -6.2626  1.9574  -0.224
C  -0.9574  -4.9547  0.8780  0.158
C  -2.3026  -4.5136  0.7525  0.158
Cl  -3.5390  -5.2971  1.6826  -0.224
C  -2.6172  -3.4840  -0.0965  0.262
Cl  -4.2514  -2.9406  -0.2674  -0.206
C  -1.6285  -2.7987  -0.9042  0.144
O  -1.9180  -1.8853  -1.6782  -0.644
C  -0.2067  -3.2650  -0.7716  0.143
O  0.6886  -2.7402  -1.4351  -0.644
C  0.0385  -4.3549  0.1512  0.262
Cl  1.6802  -4.8857  0.2860  -0.206
N  1.5479  4.4607  -0.8830  -0.420
C  1.8235  5.4525  -0.3537  0.200
C  2.1668  6.6756  0.2655  -0.192
C  2.0895  6.8234  1.6647  0.259
N  2.0318  6.9627  2.8133  -0.545
C  2.5931  7.7669  -0.5171  0.257
N  2.9448  8.6697  -1.1527  -0.549

Properties
- HOMO level (alpha / beta): -2.29 / -2.73 eV
- E_tot: -73201.1297 eV
- Multiplicity: 2
- ΔE to the lowest compared entry with this formula, charge and spin: 5.9 kcal/mol
- HOMO-LUMO gap (alpha / beta): 0.2296 / 0.2348 Ha
- Charge: -2

***

Record 6
DFT (ωB97M-V/def2-TZVPD) results for C5H10O as an isolated structure at a distorted geometry.

Each line ends with the Mulliken charge.
Geometry (Å):
O  -0.3022  -1.3351  1.8249  -0.513
C  -0.7687  -1.3506  0.5674  -0.452
C  -0.4995  -0.3665  -0.3866  -0.105
C  -0.8170  1.1797  0.0165  -0.526
C  0.4727  1.7429  -0.5182  -0.322
C  0.9272  0.2895  -0.4440  -0.640
H  0.2716  -0.5598  1.9308  0.327
H  1.2372  -2.4015  -0.7204  0.080
H  -1.3688  -2.2321  0.3705  0.446
H  -0.9164  -0.6232  -1.3631  0.355
H  -0.9131  1.2714  1.1002  0.247
H  -1.7564  1.4595  -0.4715  0.326
H  0.4044  2.1296  -1.5408  0.246
H  0.9738  2.4731  0.1209  0.258
H  1.5151  0.0654  0.4600  0.331
H  1.5400  -1.7424  -0.9464  -0.058

Properties
- HOMO level (alpha / beta): -7.59 / -6.77 eV
- E_tot: -7389.1160 eV
- ΔE to the lowest compared entry with this formula, charge and spin: 130.3 kcal/mol
- HOMO-LUMO gap (alpha / beta): 0.3060 / 0.2563 Ha

***

Number 1: M 734.078 g mol⁻¹. Number 2: M 103.146 g mol⁻¹. Number 3: M 98.105 g mol⁻¹. Number 4: M 789.996 g mol⁻¹. Number 5: M 536.531 g mol⁻¹. Number 6: M 86.134 g mol⁻¹.